22
Properties=species:S:1:pos:R:3:forces:R:3 method="wB97M-V/def2-TZVPD" charge=+1 homo_lumo_gap_ev=9.96 relative_energy_kj_mol=284.6 fmax_ev_per_a=3.78
C -1.46145 -1.30943 0.75745 0.37 0.07 -0.46
C -0.77682 0.04241 0.56325 -0.29 0.05 0.86
C -0.34411 0.24640 -0.90393 -0.57 -2.50 0.46
C 0.89957 1.17627 -1.23629 -1.44 -0.31 -1.92
C 0.05324 2.17026 -0.72380 2.20 3.05 0.38
O 0.30329 2.71967 0.40337 -1.67 -0.07 0.67
N 0.35622 0.30006 1.45301 0.35 1.04 -0.48
H -2.09860 -1.36481 1.63642 0.06 0.16 0.04
H -2.04792 -1.53555 -0.12229 -0.48 -0.04 -0.16
H -0.70922 -2.07952 0.80365 0.30 -0.34 0.18
H -1.51309 0.78872 0.87352 -0.11 0.22 -0.40
H 0.03516 -0.72203 -1.24288 0.03 0.05 0.08
H -1.25223 0.38814 -1.49231 0.31 0.42 -0.25
H 1.86392 0.89766 -0.85293 -0.04 0.12 0.82
H 0.94441 1.18863 -2.32280 -0.09 -0.03 -0.05
H -0.75761 2.66993 -1.24981 0.07 -0.40 -0.49
H 1.22617 -0.10920 1.13682 -0.11 -0.51 0.26
H 0.44551 1.98941 1.10496 0.94 -0.66 0.23
H 0.16320 0.10602 2.41910 0.04 -0.24 0.26
H 1.83844 -2.77389 0.35934 0.09 0.10 -0.22
H 1.14153 -2.64161 -0.99942 0.45 0.10 0.31
O 1.69041 -2.14753 -0.36443 -0.41 -0.28 -0.09